The following is a DFT calculation (ωB97M-V/def2-TZVPD) of a cluster of 11 separate species, C56H137N7O16 in total.

Properties
relative energy (zero: lowest compared OMol25 entry of this formula, charge and spin)	64.67	kJ/mol
M	1164.7	g/mol
gap between HOMO and LUMO	8.68	eV

Bonds (Å) are listed after each position.
Geometry (Å):
1 C -22.97931 1.02644 -10.15644  C2 1.546, H12 1.103, H13 1.102, H14 1.094
2 C -22.94280 2.08350 -9.02898  C1 1.546, C3 1.546, C4 1.499, N10 1.461
3 C -24.14252 1.73174 -8.11918  C2 1.546, H15 1.141, H16 1.063, H17 1.114
4 C -21.66693 1.82923 -8.28391  C2 1.499, C5 1.530, H18 1.099, H19 1.094
5 C -20.40615 2.40857 -8.92895  C4 1.530, C6 1.454, H20 1.060, H21 1.070
6 C -20.62748 3.82293 -9.18378  C5 1.454, C7 1.542, H22 1.058, H23 1.129
7 C -21.83257 4.09837 -10.10619  C6 1.542, C8 1.556, C9 1.577, N10 1.463
8 C -21.98844 5.64450 -10.17930  C7 1.556, H24 1.077, H25 1.101, H26 1.083
9 C -21.66699 3.60638 -11.59565  C7 1.577, H27 1.107, H28 1.069, H29 1.113
10 N -22.98297 3.48305 -9.44471  C2 1.461, C7 1.463, O11 1.462
11 O -24.12176 3.72295 -10.32988  N10 1.462, H30 0.955
12 H -22.01473 0.99859 -10.69075  C1 1.103
13 H -23.20696 -0.01299 -9.86817  C1 1.102
14 H -23.68461 1.30074 -10.94706  C1 1.094
15 H -24.24997 2.35280 -7.16775  C3 1.141
16 H -25.04277 1.85813 -8.67023  C3 1.063
17 H -24.23349 0.68632 -7.74408  C3 1.114
18 H -21.69403 2.34078 -7.31114  C4 1.099
19 H -21.63163 0.77131 -8.00646  C4 1.094
20 H -19.56801 2.29045 -8.29095  C5 1.060
21 H -20.12640 1.92816 -9.84324  C5 1.070
22 H -19.80658 4.28869 -9.66111  C6 1.058
23 H -20.94238 4.40357 -8.26854  C6 1.129
24 H -22.60630 6.07989 -9.41275  C8 1.077
25 H -22.48877 5.81101 -11.14549  C8 1.101
26 H -21.04732 6.18015 -10.15760  C8 1.083
27 H -22.60470 3.84664 -12.13266  C9 1.107
28 H -21.16653 2.67834 -11.77054  C9 1.069
29 H -20.91672 4.32251 -12.00011  C9 1.113
30 H -24.82418 4.24519 -9.94780  O11 0.955
31 C -22.86423 7.30825 -2.44959  C32 1.550, H42 1.106, H43 1.128, H44 1.130
32 C -23.82475 6.94698 -1.28738  C31 1.550, C33 1.545, C34 1.502, N40 1.508
33 C -24.65376 8.19486 -0.90981  C32 1.545, H45 1.119, H46 1.069, H47 1.100
34 C -24.67438 5.78738 -1.72417  C32 1.502, C35 1.546, H48 1.077, H49 1.084
35 C -25.50256 5.20139 -0.55720  C34 1.546, C36 1.506, H50 1.131, H51 1.081
36 C -24.52466 4.66723 0.45521  C35 1.506, C37 1.544, H52 1.114, H53 1.145
37 C -23.62494 5.79014 1.01515  C36 1.544, C38 1.520, C39 1.590, N40 1.428
38 C -24.38030 6.63436 2.02819  C37 1.520, H54 1.078, H55 1.067, H56 1.142
39 C -22.49822 4.98596 1.79775  C37 1.590, H57 1.031, H58 1.087, H59 1.079
40 N -23.02957 6.43192 -0.11355  C32 1.508, C37 1.428, O41 1.438
41 O -22.06252 7.42822 0.26110  N40 1.438, H60 0.983
42 H -22.36956 8.26678 -2.20609  C31 1.106
43 H -22.09351 6.50281 -2.62171  C31 1.128
44 H -23.34224 7.53132 -3.44842  C31 1.130
45 H -25.34867 8.46993 -1.74216  C33 1.119
46 H -25.18943 8.14574 0.01396  C33 1.069
47 H -23.95109 9.03495 -1.01115  C33 1.100
48 H -25.37599 5.90457 -2.53228  C34 1.077
49 H -23.99397 5.01519 -2.06399  C34 1.084
50 H -26.15471 6.07148 -0.24561  C35 1.131
51 H -26.14831 4.43965 -0.97106  C35 1.081
52 H -23.77414 4.00582 -0.03590  C36 1.114
53 H -24.88955 4.13120 1.39886  C36 1.145
54 H -24.19241 6.30577 3.03753  C38 1.078
55 H -25.41035 6.70027 1.75856  C38 1.067
56 H -23.98563 7.70000 2.14074  C38 1.142
57 H -22.18655 4.23807 1.15979  C39 1.031
58 H -22.76067 4.50529 2.73717  C39 1.087
59 H -21.67469 5.66754 1.94636  C39 1.079
60 H -22.50736 8.18945 0.69673  O41 0.983
61 C -20.99235 1.34443 1.20453  O62 1.386, H70 1.067, H71 1.146, H72 1.102
62 O -21.27124 1.19411 -0.14498  C61 1.386, C63 1.418
63 C -21.55383 2.36965 -0.88574  O62 1.418, C64 1.593, H73 1.124, H74 1.144
64 C -21.28157 2.18158 -2.44355  C63 1.593, N65 1.457, H75 1.064, H76 1.122
65 N -21.73464 3.34765 -3.18949  C64 1.457, C66 1.446, H77 0.990
66 C -21.73066 3.22580 -4.63012  N65 1.446, C67 1.506, H78 1.149, H79 1.102
67 C -21.93456 4.56641 -5.28599  C66 1.506, O68 1.399, H80 1.073, H81 1.067
68 O -20.78751 5.35624 -5.15575  C67 1.399, C69 1.421
69 C -21.08125 6.62280 -5.72979  O68 1.421, H82 1.129, H83 1.103, H84 1.109
70 H -20.89373 0.39896 1.69017  C61 1.067
71 H -21.76198 1.98423 1.76282  C61 1.146
72 H -20.00706 1.80077 1.39396  C61 1.102
73 H -20.88246 3.20494 -0.54827  C63 1.124
74 H -22.63907 2.64812 -0.65634  C63 1.144
75 H -21.71106 1.24971 -2.72495  C64 1.064
76 H -20.19598 1.95007 -2.60550  C64 1.122
77 H -21.16849 4.11596 -2.92480  N65 0.990
78 H -22.61035 2.58271 -4.99520  C66 1.149
79 H -20.78787 2.80070 -5.01183  C66 1.102
80 H -22.80135 5.05882 -4.88973  C67 1.073
81 H -22.12350 4.32499 -6.30778  C67 1.067
82 H -21.60354 6.57101 -6.72897  C69 1.129
83 H -20.12690 7.16784 -5.82493  C69 1.103
84 H -21.66047 7.20101 -4.98165  C69 1.109
85 C -29.91966 7.72254 1.08666  O86 1.411, H94 1.114, H95 1.082, H96 1.127
86 O -29.06268 6.66614 0.71014  C85 1.411, C87 1.391
87 C -28.66829 5.82277 1.74367  O86 1.391, C88 1.585, H97 1.097, H98 1.133
88 C -29.92739 5.05335 2.32219  C87 1.585, N89 1.461, H99 1.108, H100 1.110
89 N -30.48284 4.16260 1.30658  C88 1.461, C90 1.476, H101 1.017
90 C -31.85670 3.71625 1.60951  N89 1.476, C91 1.508, H102 1.076, H103 1.122
91 C -32.59205 3.45163 0.31985  C90 1.508, O92 1.452, H104 1.105, H105 1.130
92 O -32.59605 4.70032 -0.42036  C91 1.452, C93 1.477
93 C -33.16895 4.36829 -1.74080  O92 1.477, H106 1.106, H107 1.082, H108 1.123
94 H -29.55813 8.21215 2.01932  C85 1.114
95 H -30.92474 7.34423 1.22189  C85 1.082
96 H -29.96490 8.45879 0.23470  C85 1.127
97 H -28.20726 6.39269 2.55937  C87 1.097
98 H -27.95186 5.09114 1.25841  C87 1.133
99 H -30.73801 5.72287 2.67137  C88 1.108
100 H -29.61608 4.54275 3.25701  C88 1.110
101 H -30.48459 4.62106 0.39925  N89 1.017
102 H -32.41340 4.52200 2.05491  C90 1.076
103 H -31.84925 2.92014 2.40064  C90 1.122
104 H -33.63220 3.13407 0.51720  C91 1.105
105 H -32.08853 2.65929 -0.30978  C91 1.130
106 H -33.36395 5.34352 -2.22461  C93 1.106
107 H -34.16350 3.95088 -1.65974  C93 1.082
108 H -32.47441 3.75528 -2.37580  C93 1.123
109 C -25.85837 -1.56886 -5.74138  O110 1.370, H118 1.067, H119 1.098, H120 1.141
110 O -27.09530 -1.37485 -5.18518  C109 1.370, C111 1.459
111 C -27.80960 -2.63404 -5.00494  O110 1.459, C112 1.547, H121 1.132, H122 1.075
112 C -28.24902 -2.90367 -3.54673  C111 1.547, N113 1.480, H123 1.071, H124 1.132
113 N -27.10612 -2.77989 -2.61518  C112 1.480, C114 1.463, H125 1.004
114 C -27.49789 -2.83066 -1.20653  N113 1.463, C115 1.506, H126 1.112, H127 1.098
115 C -26.28154 -2.89727 -0.32173  C114 1.506, O116 1.433, H128 1.102, H129 1.056
116 O -25.70798 -1.59692 -0.13747  C115 1.433, C117 1.442
117 C -24.45931 -1.59179 0.58337  O116 1.442, H130 1.089, H131 1.058, H132 1.105
118 H -25.93183 -1.95713 -6.73260  C109 1.067
119 H -25.15054 -2.26305 -5.26899  C109 1.098
120 H -25.33912 -0.55355 -5.77625  C109 1.141
121 H -27.06710 -3.46070 -5.22317  C111 1.132
122 H -28.62541 -2.65494 -5.70405  C111 1.075
123 H -28.55364 -3.93032 -3.53220  C112 1.071
124 H -29.13519 -2.29660 -3.19072  C112 1.132
125 H -26.80373 -1.83972 -2.79821  N113 1.004
126 H -28.08637 -3.77239 -1.15589  C114 1.112
127 H -28.08563 -1.98031 -0.83768  C114 1.098
128 H -25.57300 -3.56755 -0.83484  C115 1.102
129 H -26.47779 -3.37554 0.59900  C115 1.056
130 H -24.23467 -0.55962 0.84651  C117 1.089
131 H -23.67017 -2.13119 0.13071  C117 1.058
132 H -24.64095 -2.13012 1.53118  C117 1.105
133 C -27.74573 3.07898 -12.98110  O134 1.473, H142 1.103, H143 1.106, H144 1.057
134 O -27.52869 4.02377 -11.87159  C133 1.473, C135 1.489
135 C -27.49163 3.26381 -10.59154  O134 1.489, C136 1.562, H145 1.080, H146 1.083
136 C -27.51673 4.31579 -9.43726  C135 1.562, N137 1.447, H147 1.082, H148 1.147
137 N -26.40674 5.23487 -9.56347  C136 1.447, C138 1.447, H149 1.041
138 C -26.37186 6.18525 -8.47351  N137 1.447, C139 1.513, H150 1.091, H151 1.050
139 C -25.71480 5.65391 -7.21880  C138 1.513, O140 1.442, H152 1.109, H153 1.116
140 O -26.63845 4.76251 -6.56211  C139 1.442, C141 1.438
141 C -26.12846 4.25231 -5.31848  O140 1.438, H154 1.093, H155 1.120, H156 1.111
142 H -27.77543 3.72360 -13.87531  C133 1.103
143 H -28.72551 2.57691 -12.87279  C133 1.106
144 H -26.86067 2.50421 -13.03308  C133 1.057
145 H -26.50499 2.85368 -10.43629  C135 1.080
146 H -28.33843 2.59060 -10.54379  C135 1.083
147 H -27.48036 3.78764 -8.49313  C136 1.082
148 H -28.50453 4.89013 -9.54261  C136 1.147
149 H -26.62092 5.78711 -10.41962  N137 1.041
150 H -27.41568 6.49106 -8.38692  C138 1.091
151 H -25.80287 7.00108 -8.81102  C138 1.050
152 H -25.48313 6.48391 -6.52119  C139 1.109
153 H -24.73163 5.17558 -7.44453  C139 1.116
154 H -26.51361 3.24843 -5.12492  C141 1.093
155 H -26.52146 4.89290 -4.48873  C141 1.120
156 H -25.01937 4.32424 -5.30675  C141 1.111
157 C -29.54095 2.49552 -6.10522  O158 1.395, H166 1.090, H167 1.114, H168 1.122
158 O -30.03762 2.42393 -4.80393  C157 1.395, C159 1.428
159 C -29.30332 1.51930 -3.97842  O158 1.428, C160 1.526, H169 1.113, H170 1.099
160 C -29.93675 1.56185 -2.59121  C159 1.526, N161 1.431, H171 1.061, H172 1.090
161 N -31.31617 1.18483 -2.54295  C160 1.431, C162 1.435, H173 1.008
162 C -31.58029 -0.20223 -2.28514  N161 1.435, C163 1.530, H174 1.079, H175 1.119
163 C -32.22413 -0.40454 -0.91226  C162 1.530, O164 1.365, H176 1.100, H177 1.112
164 O -31.34184 -0.26830 0.11968  C163 1.365, C165 1.414
165 C -32.01086 0.02790 1.32920  O164 1.414, H178 1.111, H179 1.087, H180 1.100
166 H -29.66176 1.53424 -6.60490  C157 1.090
167 H -28.47768 2.81434 -6.20209  C157 1.114
168 H -30.16607 3.22820 -6.68173  C157 1.122
169 H -28.25689 1.88145 -3.87102  C159 1.113
170 H -29.26486 0.50425 -4.39862  C159 1.099
171 H -29.73283 2.51802 -2.17929  C160 1.061
172 H -29.39395 0.95615 -1.86553  C160 1.090
173 H -31.82424 1.68593 -3.25507  N161 1.008
174 H -30.69950 -0.82449 -2.30332  C162 1.079
175 H -32.22729 -0.56226 -3.12465  C162 1.119
176 H -32.71878 -1.38700 -0.89144  C163 1.100
177 H -33.10041 0.27645 -0.84833  C163 1.112
178 H -32.58985 0.97406 1.26643  C165 1.111
179 H -31.39022 0.18636 2.20695  C165 1.087
180 H -32.78532 -0.70090 1.61117  C165 1.100
181 C -24.79283 0.93869 -2.33227  C182 1.500, H184 1.107, H185 1.134, H186 1.065
182 C -25.37172 2.19019 -2.92231  C181 1.500, O183 1.436, H187 1.110, H188 1.032
183 O -26.74192 2.30456 -2.50785  C182 1.436, H189 0.962
184 H -25.07412 0.80747 -1.26986  C181 1.107
185 H -23.66211 0.85477 -2.34000  C181 1.134
186 H -25.07254 0.02730 -2.80781  C181 1.065
187 H -25.39422 2.07996 -4.02635  C182 1.110
188 H -24.75752 2.97548 -2.65507  C182 1.032
189 H -26.64983 2.04020 -1.58795  O183 0.962
190 C -28.08879 0.16069 2.36766  C191 1.501, H193 1.118, H194 1.033, H195 1.118
191 C -28.12797 1.05376 1.16205  C190 1.501, O192 1.420, H196 1.127, H197 1.079
192 O -26.91494 1.00760 0.42585  C191 1.420, H198 0.983
193 H -27.91616 -0.92322 2.15680  C190 1.118
194 H -28.96593 0.19409 2.91194  C190 1.033
195 H -27.18207 0.42005 2.96813  C190 1.118
196 H -28.25526 2.13117 1.46647  C191 1.127
197 H -28.98979 0.86490 0.54156  C191 1.079
198 H -26.50344 0.11598 0.39331  O192 0.983
199 C -29.08367 5.78718 -4.10801  C200 1.464, H202 1.094, H203 1.110, H204 1.082
200 C -28.76744 6.44002 -2.83686  C199 1.464, O201 1.409, H205 1.090, H206 1.034
201 O -29.28471 5.62611 -1.80937  C200 1.409, H207 0.998
202 H -28.86317 6.43237 -4.96394  C199 1.094
203 H -30.14053 5.45029 -4.06569  C199 1.110
204 H -28.57405 4.83273 -4.14005  C199 1.082
205 H -29.18373 7.43802 -2.70178  C200 1.090
206 H -27.73327 6.45337 -2.82897  C200 1.034
207 H -29.06314 6.03032 -0.92438  O201 0.998
208 C -21.94106 -1.72818 -2.01388  C209 1.516, H211 1.121, H212 1.081, H213 1.090
209 C -21.95699 -2.13200 -3.47515  C208 1.516, O210 1.454, H214 1.129, H215 1.096
210 O -22.72068 -3.34510 -3.71806  C209 1.454, H216 0.994
211 H -22.90657 -1.20213 -1.79383  C208 1.121
212 H -21.23804 -0.96029 -1.72416  C208 1.081
213 H -21.75259 -2.64239 -1.45068  C208 1.090
214 H -20.90913 -2.42221 -3.77856  C209 1.129
215 H -22.31714 -1.36769 -4.17323  C209 1.096
216 H -23.68960 -3.17854 -3.56825  O210 0.994

Atomic partial charges in e from the Mulliken method, atoms 1 to 5: -1.77 2.04 -1.97 -0.98 -1.13